# C4H6N2S2

An isolated molecule of C4H6N2S2 at a distorted geometry (wB97M-V/def2-TZVPD, the Open Molecules 2025 dataset).

Calculated values
**F_max**: 4.768 eV/Å
**Energy relative to the best compared isomer or geometry (same formula, charge and spin)**: 5.9012 eV
**Spin multiplicity**: 1
**Calculated total energy**: -1061.69930 Eh
**Structure (SMILES)**: C=C/C=N\S/C=N\S

Last column: Löwdin charge in e.
Atoms and positions in Å:
C  -2.11854  -1.00360  -1.13917  0.01
C  -2.11873  -0.14929  0.04617  -0.13
C  -1.02330  0.27603  0.96810  -0.32
N  0.18268  0.34036  0.76218  -0.30
S  0.75570  0.12425  -0.98498  0.91
C  2.52819  0.34114  -0.73239  -0.65
N  3.47514  0.33926  0.17024  -0.32
S  2.81959  0.98627  1.80455  0.48
H  -3.01517  -1.49952  -1.59842  0.06
H  -1.13607  -1.49975  -1.51704  0.03
H  -3.12943  -0.14358  0.52335  0.09
H  -1.25663  0.51171  2.04126  0.14
H  2.75965  -0.02671  -1.71508  0.01
H  1.27693  1.40344  1.37123  -0.01

# C2H10N4S

A cluster of 2 separate species, C2H10N4S in total at a distorted geometry (wB97M-V/def2-TZVPD, the Open Molecules 2025 dataset).

Calculated values
**F_max**: 3.833 eV/Å
**Energy relative to the best compared isomer or geometry (same formula, charge and spin)**: 1.7298 eV
**Spin multiplicity**: 1
**Calculated total energy**: -698.65078 Eh
**Charge**: +2

Last column: Löwdin charge in e.
Atoms and positions in Å:
C  0.01445  0.54358  -1.67176  -0.59
C  1.86009  1.99132  -1.34773  0.04
N  -0.44707  -1.80086  1.35996  0.04
N  0.53648  1.44572  -0.87665  -0.22
N  -1.35412  -2.96239  1.41025  0.18
N  -0.16627  2.10035  0.13008  0.13
S  -0.62121  -0.32233  -2.75635  1.05
H  1.70901  2.73188  -2.06964  0.09
H  2.53018  2.33920  -0.46358  0.15
H  2.51833  1.19470  -1.66698  0.10
H  -0.92804  -0.91749  1.20546  0.09
H  -2.11252  -2.71977  0.77852  0.18
H  -1.75593  -3.10271  2.33501  0.18
H  -0.82321  -3.74660  1.06028  0.18
H  -1.17166  1.91041  0.02370  0.13
H  0.10717  3.04521  0.25630  0.11
H  0.10430  -1.73023  2.29312  0.17

# C38H29IN9O7ReS2

A structure of composition C38H29IN9O7ReS2 at a distorted geometry (wB97M-V/def2-TZVPD, the Open Molecules 2025 dataset).

Calculated values
**F_max**: 4.950 eV/Å
**Energy relative to the best compared isomer or geometry (same formula, charge and spin)**: 4.7809 eV
**Spin multiplicity**: 4
**Calculated total energy**: -3656.97849 Eh
**Charge**: +1

Last column: Löwdin charge in e.
Atoms and positions in Å:
Re  1.15860  0.43796  -1.42416  1.36
O  3.95430  -1.58574  0.88864  -0.35
S  2.75810  -0.99274  1.41074  0.47
O  1.81460  -1.87854  2.06794  -0.29
O  2.01180  -0.18934  0.39134  -0.57
C  3.28920  0.16166  2.68454  -0.18
C  4.30680  -0.26374  3.48234  -0.05
C  4.63190  0.39126  4.67364  -0.03
C  3.88940  1.51606  5.08244  -0.07
C  2.85040  1.98096  4.35334  -0.01
C  2.40550  1.30816  3.09274  -0.19
S  -0.18720  1.30626  0.73764  0.48
O  -0.72150  0.27796  -0.12076  -0.35
O  -1.17750  2.09726  1.38764  -0.21
O  0.92680  2.05436  0.21884  -0.31
H  4.86720  -1.12614  3.15254  0.12
H  5.43810  0.02376  5.28444  0.11
H  4.15980  2.01066  6.00294  0.11
H  2.28750  2.84906  4.65474  0.12
C  -2.79980  -2.90504  -3.24276  -0.05
N  -1.55010  -2.17654  -3.26106  -0.09
C  -0.92080  -1.61304  -2.23336  -0.13
N  0.12190  -0.92124  -2.68676  -0.16
C  0.08880  -1.13004  -4.03466  -0.17
N  -0.91780  -1.87484  -4.39116  0.14
C  -3.92250  -1.96394  -2.85386  -0.19
C  -4.80100  -1.47944  -3.81516  -0.02
C  -5.79010  -0.57004  -3.46936  -0.05
C  -5.89240  -0.11234  -2.17156  0.00
C  -5.01790  -0.59464  -1.19626  -0.13
C  -4.04910  -1.53464  -1.53946  0.02
C  -5.13700  -0.08404  0.15064  -0.28
N  -5.97410  0.82586  0.55804  0.11
N  -5.77000  1.00276  1.86464  0.12
C  -4.81510  0.19856  2.22324  -0.27
O  -4.35540  -0.52204  1.16424  0.13
C  -4.20220  0.04176  3.52214  -0.12
C  -4.56500  0.81056  4.62884  0.01
C  -3.88060  0.64346  5.81864  -0.04
C  -2.77630  -0.19714  5.89454  -0.01
C  -2.39610  -0.94314  4.78794  -0.19
C  -1.08380  -1.69724  4.70914  -0.03
N  -0.24950  -0.92594  3.81504  -0.05
C  -0.47520  -0.66374  2.54174  -0.06
N  0.32130  0.32996  2.16054  -0.01
C  1.11070  0.57876  3.24624  -0.24
N  0.74480  -0.15814  4.26314  0.25
C  -3.16060  -0.87174  3.63434  0.01
H  -2.71550  -3.73234  -2.53196  0.14
H  -2.96050  -3.30124  -4.24806  0.14
H  -1.20640  -1.67844  -1.20636  0.12
H  0.82530  -0.73224  -4.70266  0.13
H  -4.71420  -1.81424  -4.83726  0.12
H  -6.47490  -0.21354  -4.22326  0.11
H  -6.64430  0.60336  -1.88366  0.12
H  -3.39780  -1.93134  -0.77576  0.11
H  -5.37080  1.51996  4.54294  0.12
H  -4.17850  1.20576  6.69004  0.11
H  -2.21670  -0.27614  6.81424  0.12
H  -1.21300  -2.70404  4.30544  0.15
H  -0.56680  -1.74374  5.66714  0.14
H  -1.15480  -1.13844  1.87054  0.15
H  2.28840  2.03296  2.27044  0.15
H  -2.95070  -1.52154  2.79864  0.12
I  2.64490  -2.60674  -1.72666  1.14
C  4.00280  -1.48134  -2.92886  -0.55
C  4.94090  -2.26194  -3.56376  -0.16
C  5.94190  -1.68324  -4.34576  -0.07
C  6.01620  -0.32224  -4.41986  -0.03
C  5.07520  0.49686  -3.76436  -0.17
C  5.23650  1.89366  -3.83976  -0.03
C  4.38250  2.72106  -3.16896  -0.08
C  3.30090  2.17646  -2.47666  -0.14
C  3.02160  0.81456  -2.42986  -0.22
C  3.98310  -0.06724  -3.02346  -0.22
H  4.91000  -3.33394  -3.44526  0.08
H  6.65140  -2.31614  -4.85446  0.11
H  6.81100  0.15426  -4.97206  0.12
H  6.05530  2.28956  -4.42096  0.12
H  4.51710  3.79016  -3.19226  0.10
H  2.63540  2.86176  -1.96726  0.08
C  -0.89690  3.79516  -3.52146  -0.01
C  -0.22720  2.64446  -3.01156  -0.10
N  0.32060  1.69426  -2.63566  0.00
H  -1.96660  3.72006  -3.32096  0.11
H  -0.74030  3.88156  -4.59726  0.11
H  -0.51410  4.69216  -3.03256  0.11

# C27H47BF5O2

A cluster of 4 separate species, C27H47BF5O2 in total (wB97M-V/def2-TZVPD, the Open Molecules 2025 dataset).

Calculated values
**F_max**: 0.419 eV/Å
**Spin multiplicity**: 1
**Calculated total energy**: -1731.75745 Eh
**Charge**: -1

Last column: Löwdin charge in e.
Atoms and positions in Å:
O  2.69046  -0.54797  -0.58107  -0.05
C  2.69297  -1.16280  -1.67003  -0.73
O  2.65271  -2.40635  -1.87726  -0.03
B  2.86457  -0.38183  -3.00892  0.06
C  1.68069  -0.32404  -4.09752  -0.41
F  2.04385  0.49444  -5.18106  0.01
F  1.49961  -1.56808  -4.66235  0.06
C  0.35424  0.19171  -3.60507  -0.11
C  0.23275  1.53275  -3.25722  0.00
C  -0.98957  2.04129  -2.85534  -0.06
C  -2.10015  1.21315  -2.79091  -0.03
C  -1.96733  -0.12697  -3.10948  -0.12
C  -3.14928  -1.03698  -2.97342  -0.55
F  -4.32675  -0.38304  -3.14720  0.11
F  -3.12887  -2.05474  -3.86311  0.13
F  -3.21570  -1.60730  -1.73970  0.12
C  -0.74423  -0.64563  -3.51192  0.07
H  3.88535  0.17079  -3.28501  0.09
H  1.09806  2.17888  -3.32023  0.13
H  -1.08854  3.08607  -2.59713  0.11
H  -3.05814  1.61030  -2.48660  0.11
H  -0.64062  -1.69152  -3.76043  0.14
C  0.57634  -1.73590  4.50273  -0.11
C  -0.46169  -0.67908  4.13849  -0.27
C  -1.55750  -1.19842  3.20905  -0.24
C  -1.05691  -1.70083  1.85279  -0.22
C  -0.26696  -0.67583  1.04476  -0.25
C  -1.07788  0.56020  0.66668  -0.09
H  1.11150  -2.09108  3.62176  0.07
H  1.31751  -1.33389  5.19572  0.06
H  0.10242  -2.59700  4.98089  0.07
H  0.03969  0.17631  3.67879  0.10
H  -0.92930  -0.30345  5.05424  0.10
H  -2.29479  -0.40374  3.05802  0.08
H  -2.09167  -2.01339  3.71149  0.11
H  -1.92041  -2.03360  1.26527  0.10
H  -0.43422  -2.58758  1.99759  0.10
H  0.10095  -1.14724  0.13230  0.10
H  0.63028  -0.37284  1.58846  0.10
H  -1.95133  0.27212  0.07473  0.05
H  -0.47274  1.23722  0.06221  0.07
H  -1.42966  1.11659  1.54047  0.06
C  5.48964  -0.99955  1.59956  -0.11
C  5.63404  0.05450  0.50812  -0.27
C  6.36367  -0.45485  -0.73147  -0.22
C  7.80827  -0.90289  -0.49731  -0.23
C  8.72285  0.16374  0.10266  -0.28
C  8.87486  1.39960  -0.77909  -0.12
H  6.45865  -1.32665  1.98872  0.06
H  4.91201  -0.60955  2.43942  0.07
H  4.95912  -1.87057  1.21124  0.08
H  6.13919  0.94068  0.91228  0.10
H  4.63539  0.36794  0.20164  0.08
H  6.34024  0.32223  -1.50143  0.10
H  5.79784  -1.29582  -1.14249  0.11
H  8.23177  -1.23439  -1.45215  0.11
H  7.81613  -1.78068  0.15523  0.10
H  9.71101  -0.27563  0.27272  0.10
H  8.34914  0.46276  1.08564  0.09
H  9.26522  1.12851  -1.76290  0.07
H  9.56375  2.11959  -0.33220  0.06
H  7.91970  1.90479  -0.92618  0.06
C  -8.14601  2.45165  -0.21143  -0.11
C  -7.95305  1.39176  0.86889  -0.27
C  -6.71104  1.61728  1.72947  -0.23
C  -5.38783  1.59079  0.96255  -0.22
C  -5.12452  0.30562  0.18059  -0.27
C  -5.03779  -0.93815  1.05828  -0.09
H  -7.31957  2.45462  -0.92324  0.06
H  -9.06307  2.27376  -0.77537  0.07
H  -8.21266  3.44875  0.23004  0.07
H  -7.90946  0.40314  0.40431  0.10
H  -8.83119  1.38213  1.52088  0.10
H  -6.68847  0.86432  2.52209  0.10
H  -6.80189  2.58432  2.23575  0.11
H  -4.57041  1.74365  1.67450  0.11
H  -5.34709  2.44042  0.27424  0.10
H  -4.18215  0.41948  -0.35766  0.07
H  -5.89311  0.16271  -0.58464  0.10
H  -4.25258  -0.82857  1.80871  0.06
H  -4.80184  -1.81680  0.45735  0.07
H  -5.97844  -1.13530  1.57727  0.07

# C2H3ClFN

A cluster of 2 separate species, C2H3ClFN in total at a distorted geometry (wB97M-V/def2-TZVPD, the Open Molecules 2025 dataset).

Calculated values
**F_max**: 2.605 eV/Å
**Energy relative to the best compared isomer or geometry (same formula, charge and spin)**: 4.0509 eV
**Spin multiplicity**: 1
**Calculated total energy**: -692.63881 Eh

Last column: Löwdin charge in e.
Atoms and positions in Å:
C  1.66326  -0.36088  -0.10068  -0.74
C  -0.01258  1.98920  0.51775  -0.09
N  1.20077  -1.23657  -0.78942  0.04
F  -0.76115  2.05225  -0.54514  -0.03
Cl  3.09221  0.41295  0.37178  0.60
H  0.65393  2.80452  0.36796  0.04
H  -0.33402  1.57798  1.50340  0.07
H  1.72336  -2.10899  -1.09430  0.10

# C4H8N2S2

An isolated molecule of C4H8N2S2 at a distorted geometry (wB97M-V/def2-TZVPD, the Open Molecules 2025 dataset).

Calculated values
**F_max**: 1.973 eV/Å
**Energy relative to the best compared isomer or geometry (same formula, charge and spin)**: 1.0934 eV
**Spin multiplicity**: 1
**Calculated total energy**: -1063.05555 Eh
**Structure (SMILES)**: N[C@H]1[C@H](S)[C@@H]1NC=S

Last column: Löwdin charge in e.
Atoms and positions in Å:
N  1.60813  1.71684  -0.25698  0.07
C  0.79711  0.49466  -0.38291  -0.34
C  1.20511  -0.69274  0.39783  -0.58
S  1.14146  -2.39958  -0.17233  0.76
C  -0.04084  0.08085  0.76936  -0.26
N  -1.32393  -0.59938  0.56716  -0.04
C  -2.38748  0.04434  0.06107  -0.75
S  -3.85970  -0.63003  -0.22814  0.56
H  2.35515  1.72606  -0.95192  0.08
H  1.04291  2.47971  -0.49805  0.05
H  0.38142  0.17400  -1.33563  0.14
H  2.00139  -0.54388  1.14300  0.11
H  0.73538  -2.07094  -1.41931  -0.12
H  0.01294  0.70716  1.65869  0.15
H  -1.45113  -1.57474  0.81631  0.11
H  -2.21793  1.08767  -0.16815  0.06

Q: Which of these has the lowest F_max?
A: C27H47BF5O2

Q: Which of these has the lowest calculated total energy?
A: C38H29IN9O7ReS2